Entry 1:
90
Properties=species:S:1:pos:R:3:forces:R:3 method="wB97M-V/def2-TZVPD" energy_ha=-2585.4794 total_charge=-3
C 5.854 1.297 2.161 0.222 0.248 0.153
C 6.195 2.387 1.010 -0.993 -1.059 -0.551
C 6.879 1.658 -0.263 -0.056 0.029 -0.500
C 5.851 1.636 -1.513 -0.185 0.913 0.321
C 4.541 0.734 -1.264 0.664 -0.343 0.096
C 4.721 -0.816 -1.648 -0.385 0.074 0.189
C 3.247 -1.440 -1.960 0.993 0.198 0.467
C 2.213 -1.258 -0.742 -0.381 -0.088 -1.006
C 0.838 -2.007 -1.206 0.726 -0.033 -0.429
C -0.240 -2.164 -0.023 1.992 0.949 -0.050
P 0.252 -3.786 0.823 -0.301 -3.396 0.997
N -0.539 -5.048 0.227 0.410 1.376 1.429
O -0.092 -3.679 2.497 1.406 0.833 -2.313
O 1.945 -4.103 0.656 -2.297 1.074 0.237
O 0.180 -1.161 0.976 -1.436 2.347 0.440
C -0.624 0.043 0.894 -0.458 -0.961 0.007
O -0.473 1.120 1.485 -0.582 -4.558 -2.588
O -1.672 -0.355 -0.002 0.885 1.246 1.543
C -1.773 -1.803 -0.260 -0.764 -0.264 -0.320
C -2.862 -2.485 0.709 -0.091 -0.167 1.754
C -3.808 -1.430 1.481 -0.812 -0.806 -0.188
C -5.063 -0.946 0.565 0.394 -1.067 1.252
C -6.216 -0.425 1.553 0.496 0.469 -0.448
C -5.627 0.741 2.522 -0.657 -0.485 -0.602
C -4.762 1.822 1.695 -0.093 0.016 0.101
C -5.555 2.412 0.429 0.724 0.814 0.479
C -4.924 3.869 0.064 -1.820 -1.947 0.598
O -3.741 3.571 -0.750 0.342 3.250 -0.402
C -3.089 4.780 -1.092 0.675 2.112 0.852
C -2.124 4.811 -2.378 -0.632 -0.591 -0.078
O -3.204 5.849 -0.440 -0.139 -3.705 -1.935
C -2.436 -1.959 -1.711 0.275 0.150 -1.044
C -2.070 -0.807 -2.768 -0.102 -0.114 -0.779
C -2.207 -3.428 -2.379 -2.122 0.689 0.674
C -3.567 -3.711 -3.233 0.031 -0.312 0.181
H 6.421 1.617 3.101 -0.846 -0.579 -1.101
H 4.715 1.226 2.355 1.785 0.265 -0.194
H 6.193 0.229 1.872 -0.417 1.755 0.377
H 5.171 2.768 0.632 1.562 -0.305 0.515
H 6.778 3.283 1.402 -0.536 -1.508 -0.300
H 7.861 2.180 -0.580 -1.599 -0.740 0.473
H 7.158 0.568 -0.018 -0.365 1.659 -0.219
H 6.383 1.391 -2.506 -0.818 0.029 1.412
H 5.472 2.724 -1.633 0.633 -1.620 0.140
H 3.666 1.150 -1.886 1.242 -0.561 0.998
H 4.288 0.774 -0.139 0.186 0.173 -1.811
H 5.424 -0.912 -2.558 -1.246 0.103 1.178
H 5.238 -1.398 -0.794 -0.909 0.938 -1.240
H 3.363 -2.550 -2.229 -0.294 1.524 0.339
H 2.858 -0.861 -2.866 0.326 -0.919 1.096
H 2.611 -1.641 0.255 -0.462 0.407 -1.496
H 1.996 -0.141 -0.641 0.268 -1.530 0.032
H 1.137 -3.054 -1.563 -0.522 1.376 0.364
H 0.477 -1.434 -2.122 0.084 -0.837 1.343
H -1.086 -5.454 1.016 0.444 0.245 -0.878
H 0.482 -2.990 2.906 -0.474 -0.385 -0.195
H 2.080 -5.016 0.314 -0.621 0.621 0.261
H -2.392 -3.141 1.539 -0.417 1.156 -1.440
H -3.584 -3.200 0.156 1.450 1.171 0.539
H -4.294 -2.028 2.348 0.802 0.861 -1.296
H -3.249 -0.570 1.975 -0.622 -1.165 -0.894
H -5.443 -1.909 0.056 0.524 1.591 0.496
H -4.723 -0.193 -0.219 -0.638 -0.958 1.073
H -7.084 -0.031 0.909 1.199 -0.422 1.026
H -6.625 -1.306 2.182 0.742 1.379 -0.972
H -5.036 0.229 3.360 -0.614 0.905 -1.241
H -6.535 1.246 3.024 1.432 -0.523 -0.722
H -3.762 1.418 1.316 -1.395 0.346 0.689
H -4.493 2.692 2.409 -0.513 -1.317 -1.130
H -6.661 2.469 0.710 1.400 0.285 -0.490
H -5.463 1.796 -0.526 -0.109 0.599 1.438
H -4.683 4.406 1.038 -0.162 -0.428 -1.614
H -5.721 4.393 -0.572 1.441 -0.260 0.865
H -2.245 3.901 -3.059 0.193 1.133 1.169
H -1.032 4.919 -2.069 -1.559 -0.217 -0.190
H -2.410 5.730 -2.994 0.313 -1.179 1.052
H -3.579 -1.893 -1.551 1.986 -0.028 0.016
H -1.172 -0.162 -2.497 -1.226 -0.919 -0.218
H -1.846 -1.319 -3.782 -0.289 0.897 1.550
H -2.950 -0.092 -2.958 1.273 -1.048 0.453
H -1.272 -3.476 -3.029 -1.223 -0.031 1.081
H -2.231 -4.177 -1.518 0.605 0.760 -1.314
H -3.664 -3.029 -4.147 0.264 -1.000 1.137
H -4.514 -3.515 -2.595 1.637 -0.278 -0.808
H -3.636 -4.820 -3.538 0.222 1.718 0.231
O 9.045 1.518 4.742 -0.321 -0.244 0.098
P 9.114 3.057 4.720 0.067 0.071 -0.085
O 10.522 3.505 4.286 0.155 0.333 -0.012
O 8.816 3.602 6.130 0.178 -0.079 0.324
O 8.071 3.600 3.723 -0.146 -0.117 -0.440

Entry 2:
96
Properties=species:S:1:pos:R:3:forces:R:3 method="wB97M-V/def2-TZVPD" energy_ha=-7814.2308 total_charge=-1
C 6.804 -0.377 2.133 -0.029 1.355 -0.546
C 6.773 -0.040 0.496 -1.712 -0.280 -1.475
C 8.185 0.397 -0.271 -0.520 -1.780 0.086
C 5.558 -0.140 -0.360 1.868 0.102 1.849
C 4.130 0.681 -0.068 1.580 -1.132 -0.095
C 4.498 2.224 0.340 0.171 0.599 -0.880
C 3.233 3.139 0.838 0.526 0.800 1.495
C 3.844 4.153 2.020 0.249 -1.291 0.281
C 2.010 2.315 1.552 -1.060 1.703 -0.158
C 0.702 2.227 0.534 -0.803 0.122 2.186
B 0.514 0.763 -0.190 2.204 2.112 -1.384
O 0.625 -0.474 0.610 -4.626 -1.273 0.811
C -0.799 -0.946 0.616 0.325 0.224 -1.844
O -1.011 -2.402 0.642 1.052 1.361 1.779
C -1.272 -0.507 -0.904 2.335 3.208 0.140
F -0.439 -1.328 -1.812 -2.501 0.557 1.109
O -0.682 0.854 -1.097 -2.779 -4.038 1.643
H 5.716 -0.519 2.558 2.177 0.261 -0.988
H 7.428 -1.374 2.319 -1.347 2.168 -0.640
H 7.328 0.505 2.728 -1.024 -1.863 -1.073
H 8.030 1.364 -0.945 0.331 -2.153 1.749
H 8.484 -0.511 -0.975 -0.425 1.939 1.217
H 9.042 0.518 0.517 -1.621 -0.040 -1.544
H 5.623 -0.896 -1.279 0.187 2.703 1.227
H 3.582 0.060 0.758 0.489 1.566 -1.698
H 3.566 0.713 -1.105 0.843 -0.356 2.508
H 5.392 2.323 1.119 -1.997 -0.564 -1.470
H 4.908 2.742 -0.655 -0.705 -1.164 2.065
H 2.829 3.879 -0.002 0.754 -1.986 1.570
H 3.050 4.935 2.378 1.587 -1.328 -0.870
H 4.067 3.438 2.948 -0.386 1.592 -1.855
H 4.877 4.627 1.696 -2.183 -0.674 0.607
H 2.309 1.289 2.029 -0.467 1.854 -1.225
H 1.641 2.996 2.461 0.972 -1.440 -1.779
H 0.666 3.113 -0.241 0.312 -1.708 1.451
H -0.249 2.373 1.239 1.705 -0.034 -1.280
H 1.384 0.682 -0.990 1.272 -0.080 -0.570
H -1.477 -0.407 1.414 1.376 -0.982 -1.302
H -0.681 -2.762 1.518 -0.416 0.807 -1.423
H -2.413 -0.364 -1.132 2.152 -1.187 0.051
Cl -1.830 2.805 -6.466 -0.045 0.092 -0.284
C -1.703 1.778 -5.016 0.138 -0.208 0.534
C -0.661 2.294 -4.037 -0.375 -0.083 0.178
Cl 0.996 2.117 -4.664 0.022 0.027 -0.161
H -1.481 0.757 -5.341 0.060 0.264 0.047
H -2.690 1.776 -4.543 0.202 0.079 -0.025
H -0.710 1.720 -3.106 0.046 -0.053 -0.018
H -0.822 3.349 -3.795 0.047 -0.202 -0.181
Cl -0.204 -0.737 -10.982 0.000 -0.026 -0.114
C 0.419 -0.468 -9.335 0.123 0.097 0.393
C 0.353 0.995 -8.928 -0.202 -0.223 0.234
Cl 1.503 2.001 -9.844 0.007 0.004 -0.078
H 1.443 -0.852 -9.293 -0.212 0.167 -0.088
H -0.198 -1.070 -8.661 0.057 0.187 -0.096
H 0.613 1.100 -7.871 -0.022 -0.052 -0.157
H -0.650 1.409 -9.074 0.257 -0.117 -0.030
Cl 0.231 -4.604 2.859 0.066 -0.671 -0.199
C 0.464 -6.064 1.867 0.117 -0.151 -0.194
C -0.686 -6.290 0.898 0.385 0.110 -0.256
Cl -2.190 -6.745 1.737 -0.103 0.007 0.074
H 0.597 -6.916 2.541 -0.138 0.185 -0.113
H 1.396 -5.923 1.310 -0.216 0.000 -0.022
H -0.443 -7.111 0.217 -0.005 0.095 0.180
H -0.889 -5.398 0.298 0.029 -0.084 0.243
Cl -2.502 -3.799 6.825 0.054 -0.071 0.075
C -2.974 -2.421 5.800 -0.150 0.315 -0.292
C -2.410 -2.535 4.392 -0.036 0.063 0.152
Cl -0.641 -2.331 4.358 -0.095 0.591 0.430
H -2.644 -1.502 6.293 0.043 -0.250 -0.127
H -4.067 -2.414 5.763 0.179 -0.038 -0.106
H -2.831 -1.748 3.758 0.275 -0.122 0.370
H -2.649 -3.501 3.938 0.191 0.190 0.183
Cl 0.127 5.195 1.314 -0.161 0.236 0.251
C -0.501 6.323 2.541 0.030 0.176 -0.045
C 0.325 6.302 3.817 -0.042 0.299 -0.114
Cl 0.144 4.771 4.709 0.030 -0.018 -0.026
H -1.548 6.067 2.733 0.260 -0.036 0.032
H -0.472 7.322 2.096 0.055 -0.085 0.174
H -0.006 7.100 4.488 -0.017 -0.126 -0.125
H 1.390 6.450 3.610 -0.231 -0.142 -0.040
Cl -4.658 -2.592 2.431 -0.546 -0.157 -0.288
C -6.276 -3.236 2.808 -0.261 -0.075 -0.041
C -7.244 -2.143 3.229 -0.120 -0.170 -0.362
Cl -6.828 -1.452 4.818 0.055 0.038 0.053
H -6.165 -3.999 3.584 0.006 0.238 -0.093
H -6.640 -3.726 1.899 -0.017 0.170 0.115
H -8.254 -2.555 3.318 0.207 -0.008 0.012
H -7.273 -1.326 2.501 0.142 -0.178 0.164
Cl -5.333 -0.652 -0.511 -0.085 0.009 -0.056
C -5.100 -2.112 -1.504 0.058 -0.206 -0.167
C -6.250 -2.338 -2.472 0.408 0.085 -0.183
Cl -7.755 -2.793 -1.633 -0.108 0.002 0.070
H -4.967 -2.964 -0.829 -0.077 0.210 -0.088
H -4.168 -1.970 -2.060 -0.166 -0.011 0.047
H -6.007 -3.159 -3.153 0.005 0.101 0.190
H -6.453 -1.446 -3.072 0.010 -0.148 0.244